a) 73
Properties=species:S:1:pos:R:3 method="wB97M-V/def2-TZVPD" gap_ev=9.5 smiles=COC[C@H](C)N.COC[C@H](C)N.COC[C@H](C)N.OCCO.O.O.O.O spin_multiplicity=1
C -0.809 6.113 4.393
O 0.391 5.753 5.021
C 0.207 5.101 6.298
C 1.534 4.746 7.012
C 2.561 4.228 6.031
N 1.355 3.796 8.097
H -1.562 5.327 4.460
H -0.499 6.244 3.357
H -1.172 7.006 4.903
H -0.412 5.782 6.882
H -0.412 4.214 6.162
H 1.962 5.672 7.395
H 2.401 3.257 5.563
H 3.537 4.045 6.481
H 2.666 5.007 5.276
H 2.267 3.618 8.492
H 1.183 2.864 7.745
C -6.314 -1.785 -2.978
O -6.960 -3.043 -2.958
C -6.318 -4.019 -3.838
C -7.243 -5.236 -3.918
C -6.741 -6.321 -4.920
N -8.586 -4.942 -4.341
H -6.872 -1.033 -2.421
H -6.171 -1.275 -3.930
H -5.300 -1.718 -2.585
H -6.026 -3.651 -4.822
H -5.394 -4.372 -3.381
H -7.356 -5.670 -2.924
H -6.616 -5.883 -5.910
H -7.417 -7.158 -5.098
H -5.814 -6.798 -4.603
H -8.966 -4.395 -3.581
H -9.191 -5.740 -4.213
C 7.532 -1.831 -4.184
O 6.392 -1.072 -3.710
C 6.599 -0.414 -2.458
C 5.374 0.431 -2.020
C 5.278 1.703 -2.820
N 5.509 0.870 -0.617
H 7.798 -2.564 -3.423
H 8.350 -1.158 -4.441
H 7.135 -2.455 -4.984
H 6.996 -1.109 -1.718
H 7.418 0.280 -2.648
H 4.442 -0.134 -2.021
H 4.335 2.217 -2.636
H 5.333 1.557 -3.899
H 6.157 2.285 -2.544
H 6.351 1.426 -0.565
H 4.733 1.500 -0.472
O -0.187 -4.794 1.348
C -0.963 -4.264 0.325
C -0.190 -4.547 -0.959
O -0.299 -5.938 -1.321
H 0.320 -4.054 1.690
H -1.883 -4.848 0.326
H -1.212 -3.218 0.507
H 0.860 -4.292 -0.819
H -0.516 -3.952 -1.812
H 0.003 -6.073 -2.222
O 2.140 -0.659 2.227
H 2.998 -0.262 2.076
H 1.529 -0.094 1.755
O -4.066 4.045 0.041
H -4.879 4.023 0.546
H -4.019 4.938 -0.301
O -0.360 1.961 0.496
H -1.301 2.057 0.346
H -0.001 2.834 0.335
O 2.628 5.029 0.905
H 2.244 5.447 1.675
H 3.509 5.398 0.846

***

b) 73
Properties=species:S:1:pos:R:3 method="wB97M-V/def2-TZVPD" gap_ev=9.1 smiles=COC[C@H](C)N.COC[C@H](C)N.COC[C@H](C)N.OCCO.O.O.O.O spin_multiplicity=1
C 3.895 5.318 -4.414
O 5.016 6.179 -4.132
C 6.307 6.009 -4.797
C 7.415 7.040 -4.377
C 8.629 7.041 -5.414
N 7.897 6.646 -3.140
H 3.158 5.452 -3.622
H 4.000 4.233 -4.435
H 3.379 5.586 -5.336
H 6.596 4.963 -4.902
H 5.978 6.270 -5.803
H 6.913 8.007 -4.367
H 9.338 7.836 -5.185
H 8.289 7.454 -6.363
H 9.185 6.143 -5.683
H 7.889 5.637 -3.176
H 7.259 6.850 -2.384
C -5.694 0.654 6.476
O -4.754 -0.392 6.210
C -3.573 -0.353 7.046
C -2.262 -0.915 6.437
C -2.068 -0.279 5.085
N -2.451 -2.348 6.253
H -6.362 0.448 5.640
H -5.311 1.656 6.282
H -6.096 0.409 7.460
H -3.297 0.672 7.296
H -3.645 -0.982 7.933
H -1.401 -0.849 7.102
H -2.351 -0.860 4.207
H -1.100 0.175 4.875
H -2.603 0.649 4.883
H -3.442 -2.480 6.111
H -2.366 -2.821 7.142
C -10.043 -3.474 3.060
O -9.506 -3.621 1.698
C -8.128 -3.331 1.674
C -7.538 -3.894 0.304
C -7.462 -5.479 0.207
N -6.298 -3.222 -0.138
H -10.114 -4.401 3.629
H -11.013 -2.979 3.001
H -9.489 -2.797 3.710
H -7.927 -2.262 1.740
H -7.648 -3.822 2.521
H -8.355 -3.730 -0.400
H -6.913 -5.752 -0.694
H -8.457 -5.897 0.051
H -6.949 -5.962 1.039
H -6.309 -2.329 0.333
H -5.462 -3.670 0.212
O 8.401 -2.882 0.126
C 8.339 -1.956 -0.980
C 7.584 -0.609 -0.838
O 8.257 0.470 -1.273
H 7.629 -3.446 0.215
H 9.349 -1.770 -1.345
H 7.699 -2.424 -1.728
H 7.418 -0.221 0.167
H 6.574 -0.539 -1.244
H 8.887 0.745 -0.603
O 0.613 -2.451 -6.091
H 0.990 -2.906 -5.337
H 0.175 -3.139 -6.591
O 2.734 -4.258 -2.642
H 3.328 -4.953 -2.356
H 2.666 -3.675 -1.886
O 1.085 0.205 -1.015
H 0.146 0.096 -1.167
H 1.478 0.141 -1.885
O -2.715 0.646 -4.507
H -1.965 0.122 -4.788
H -3.426 0.378 -5.089

***

Stability check: which of them is least stable? b).

***

a) 29
Properties=species:S:1:pos:R:3 method="wB97M-V/def2-TZVPD" gap_ev=9.0 smiles="CC(=O)N[C@@H](Cc1ccc(O)cc1)C(=O)O" spin_multiplicity=1
C -2.316 0.437 -2.029
C -1.330 1.049 -1.056
O -1.647 1.606 -0.030
N -0.038 0.915 -1.447
C 1.057 1.364 -0.631
C 1.816 0.176 0.010
C 0.871 -0.613 0.869
C 0.191 -1.707 0.356
C -0.728 -2.396 1.126
C -0.984 -1.993 2.430
O -1.875 -2.640 3.228
C -0.305 -0.895 2.953
C 0.607 -0.215 2.174
C 2.043 2.221 -1.402
O 2.993 2.770 -0.914
O 1.771 2.277 -2.712
H -2.178 -0.642 -2.057
H -2.163 0.839 -3.027
H -3.326 0.658 -1.700
H 0.184 0.446 -2.310
H 0.618 1.971 0.171
H 2.228 -0.452 -0.784
H 2.639 0.580 0.600
H 0.382 -2.034 -0.657
H -1.253 -3.248 0.713
H -2.287 -3.363 2.740
H -0.515 -0.591 3.965
H 1.123 0.640 2.584
H 2.422 2.838 -3.164

***

b) 29
Properties=species:S:1:pos:R:3 method="wB97M-V/def2-TZVPD" gap_ev=9.4 smiles="CC(=O)NCCOc1ccc(C(=O)O)cc1" spin_multiplicity=1
C 3.012 2.545 -0.450
C 2.542 1.396 0.413
O 1.555 1.434 1.112
N 3.360 0.310 0.361
C 2.964 -0.948 0.942
C 2.485 -1.928 -0.145
O 1.606 -1.313 -1.059
C 0.352 -0.953 -0.671
C -0.272 -1.344 0.510
C -1.559 -0.925 0.782
C -2.246 -0.116 -0.117
C -3.617 0.353 0.146
O -4.268 1.042 -0.602
O -4.114 -0.066 1.325
C -1.622 0.267 -1.305
C -0.341 -0.147 -1.579
H 2.930 2.270 -1.500
H 2.386 3.413 -0.262
H 4.048 2.789 -0.229
H 4.095 0.287 -0.329
H 2.152 -0.712 1.634
H 3.796 -1.395 1.492
H 3.333 -2.241 -0.761
H 2.040 -2.819 0.314
H 0.233 -1.973 1.226
H -2.038 -1.223 1.701
H -5.011 0.283 1.436
H -2.162 0.897 -1.995
H 0.158 0.142 -2.491

***

Stability check: which of them is least stable? b).

***

a) 7
Properties=species:S:1:pos:R:3 method="wB97M-V/def2-TZVPD" gap_ev="6.5 / 8.2" spin_multiplicity=1
C -1.292 -0.947 0.477
N -1.322 -2.059 0.720
N 2.028 0.603 0.217
O 2.526 0.633 -0.864
O 0.772 0.599 0.505
P -1.465 0.766 0.089
H -1.246 0.405 -1.144

***

b) 7
Properties=species:S:1:pos:R:3 method="wB97M-V/def2-TZVPD" gap_ev=10.5 smiles="N#CP[N+](=O)[O-]" spin_multiplicity=1
N 0.186 -2.501 -0.464
C 0.356 -1.472 -0.023
P 0.652 0.126 0.919
N -0.707 0.944 0.028
O -1.819 0.478 0.256
O -0.412 1.862 -0.734
H 1.745 0.563 0.019

***

Stability check: which of them is least stable? a).

***

a) 20
Properties=species:S:1:pos:R:3 method="wB97M-V/def2-TZVPD" gap_ev="6.7 / 7.6" spin_multiplicity=3
C 1.121 -1.061 -2.192
C 0.065 -0.415 -2.731
C 1.731 -0.987 0.447
C 1.147 -0.826 -0.795
C -0.688 0.275 -1.662
C -0.115 0.289 0.910
C -0.181 1.730 1.312
C -1.369 -0.411 1.597
N 0.025 -0.051 -0.524
O -1.696 0.926 -1.629
O 1.076 -0.317 1.448
H 1.848 -1.812 -2.581
H -0.181 -0.337 -3.753
H 2.615 -1.468 0.569
H -0.383 1.759 2.370
H -0.915 2.270 0.614
H 0.747 2.171 1.194
H -1.414 -1.569 1.495
H -2.227 0.048 1.173
H -1.207 -0.213 2.737

***

b) 20
Properties=species:S:1:pos:R:3 method="wB97M-V/def2-TZVPD" gap_ev="5.8 / 6.0" spin_multiplicity=3
C 2.698 -1.491 0.452
C 2.171 -1.708 -0.871
C 1.707 -0.648 1.069
C 0.874 -1.124 -0.921
C -2.007 -1.230 0.812
C -1.239 1.029 -0.483
C -2.796 0.655 -0.336
C -0.539 0.250 0.640
N 0.626 -0.442 0.230
O -1.813 -2.296 1.334
O -2.955 -0.735 -0.004
H 3.660 -1.711 0.625
H 2.544 -2.529 -1.446
H 1.765 -0.367 2.104
H 0.280 -1.050 -1.811
H -0.720 0.861 -1.497
H -1.414 2.141 -0.364
H -3.164 1.112 0.525
H -3.156 0.867 -1.360
H -0.392 0.822 1.554

***

Stability check: which of them is least stable? b).

***

a) 36
Properties=species:S:1:pos:R:3 method="wB97M-V/def2-TZVPD" gap_ev=9.6 smiles=CCCCN[C@H]1CCc2ccccc2C1 spin_multiplicity=1
C 5.093 -1.335 -0.435
C 4.682 0.080 -0.011
C 3.407 -0.073 0.852
C 2.165 -0.120 -0.085
N 1.242 1.092 -0.046
C -0.132 1.087 0.374
C -1.163 2.084 -0.549
C -2.608 1.971 0.111
C -3.228 0.594 0.169
C -4.644 0.377 0.083
C -5.135 -0.938 -0.159
C -4.209 -2.018 -0.076
C -2.927 -1.787 0.130
C -2.411 -0.524 0.172
C -0.866 -0.347 0.232
H 5.169 -2.252 0.214
H 4.334 -1.777 -1.162
H 6.081 -1.271 -0.802
H 4.538 0.746 -0.845
H 5.401 0.565 0.668
H 3.506 -1.164 1.455
H 3.096 0.585 1.728
H 1.566 -0.984 -0.237
H 2.756 -0.238 -0.992
H 1.361 1.391 -0.971
H -0.172 1.421 1.492
H -1.020 1.835 -1.579
H -0.753 3.021 -0.261
H -3.165 2.718 -0.629
H -2.555 2.462 1.061
H -5.426 1.105 0.039
H -6.341 -1.083 -0.117
H -4.629 -3.104 -0.182
H -2.136 -2.557 0.113
H -0.445 -0.652 -0.712
H -0.432 -0.910 0.959

***

b) 36
Properties=species:S:1:pos:R:3 method="wB97M-V/def2-TZVPD" gap_ev=8.6 smiles=CCc1c[nH]c2ccccc12.CC(C)C spin_multiplicity=1
C 0.189 -4.246 0.113
C 0.251 -2.821 -0.386
C -0.758 -1.873 0.269
C -0.953 -1.930 1.624
N -1.628 -0.820 2.050
C -2.062 -0.117 0.918
C -3.092 0.846 0.801
C -3.126 1.529 -0.377
C -2.435 0.959 -1.505
C -1.717 -0.191 -1.490
C -1.466 -0.751 -0.190
H 1.106 -4.838 0.081
H -0.408 -4.828 -0.608
H -0.391 -4.500 1.003
H 1.172 -2.231 -0.323
H 0.099 -2.882 -1.470
H -0.521 -2.628 2.324
H -2.028 -0.645 2.952
H -3.700 0.984 1.689
H -3.611 2.480 -0.528
H -2.618 1.528 -2.408
H -1.403 -0.679 -2.401
C 1.605 0.741 -0.831
C 1.683 1.987 0.040
C 2.867 1.956 1.022
C 1.864 3.220 -0.883
H 1.130 -0.057 -0.257
H 2.641 0.391 -0.901
H 1.110 0.879 -1.783
H 0.819 2.177 0.687
H 3.426 2.851 1.274
H 2.557 1.551 1.995
H 3.617 1.252 0.642
H 1.142 3.304 -1.688
H 1.707 4.158 -0.334
H 2.932 3.242 -1.122

***

Stability check: which of them is least stable? a).

***

a) 16
Properties=species:S:1:pos:R:3 method="wB97M-V/def2-TZVPD" gap_ev="7.6 / 7.4" spin_multiplicity=1
C 1.982 0.180 0.046
C 0.242 -1.082 0.571
C -0.102 -0.056 -0.280
C -0.337 -2.324 1.174
C -1.511 2.487 -1.457
N 0.925 0.698 -0.569
N 1.604 -0.868 0.749
S -2.460 1.126 -0.713
H 2.899 0.783 0.082
H -0.434 -3.012 0.334
H 0.335 -2.784 1.890
H -1.299 -2.197 1.611
H -2.201 3.423 -1.740
H -0.934 2.119 -2.253
H -0.862 3.018 -0.698
H 2.153 -1.511 1.251

***

b) 16
Properties=species:S:1:pos:R:3 method="wB97M-V/def2-TZVPD" gap_ev=9.4 smiles="S[C@@]12C=NN[C@@H]1CC2" spin_multiplicity=1
S -2.371 -0.792 -0.309
C -0.698 -0.287 0.180
C 0.009 -1.439 0.941
N 1.058 -1.915 0.393
N 1.399 -1.109 -0.695
C 0.478 -0.026 -0.890
C 0.859 1.270 -0.049
C -0.436 1.104 0.759
H -2.690 0.392 -0.862
H -0.357 -1.987 1.825
H 1.549 -1.722 -1.442
H 0.151 0.186 -1.898
H 0.919 2.135 -0.662
H 1.761 1.056 0.534
H -1.135 1.872 0.371
H -0.496 1.263 1.803

***

c) 16
Properties=species:S:1:pos:R:3 method="wB97M-V/def2-TZVPD" gap_ev=9.3 smiles="C1=NC[C@@H]2S[C@@H]2CN1" spin_multiplicity=1
C 1.707 0.000 -0.669
N 1.499 -1.208 -0.282
C 0.490 -1.551 0.676
C -0.866 -0.782 0.694
S -1.558 -0.081 -0.906
C -1.021 0.690 0.680
C 0.210 1.535 0.754
N 1.291 1.208 -0.163
H 2.385 0.195 -1.506
H 0.968 -1.413 1.720
H 0.250 -2.634 0.551
H -1.642 -1.277 1.370
H -1.851 1.060 1.251
H -0.018 2.552 0.432
H 0.644 1.503 1.788
H 1.542 1.954 -0.812

***

Stability check: which of them is least stable? a).

***

a) 22
Properties=species:S:1:pos:R:3 method="wB97M-V/def2-TZVPD" gap_ev=9.6 smiles=CP1[C@@H]2CC[C@H]3CC[C@]321 spin_multiplicity=1
C 2.357 -0.192 -1.952
P 1.462 -1.254 -0.687
C 0.969 0.120 0.524
C 0.357 -0.116 1.958
C -0.784 -1.027 1.656
C -1.354 -0.615 0.324
C -1.846 0.838 0.025
C -0.899 0.918 -1.311
C -0.095 -0.288 -0.554
H 1.843 -0.276 -3.053
H 3.410 -0.484 -1.932
H 2.390 0.900 -1.528
H 1.664 0.962 0.417
H -0.018 0.773 2.453
H 1.086 -0.593 2.704
H -0.661 -2.081 1.643
H -1.530 -0.844 2.467
H -2.164 -1.281 -0.179
H -1.422 1.442 0.785
H -2.913 0.930 0.023
H -1.406 0.315 -2.065
H -0.447 1.854 -1.715

***

b) 22
Properties=species:S:1:pos:R:3 method="wB97M-V/def2-TZVPD" gap_ev=9.6 spin_multiplicity=1
C 0.247 -1.280 -0.296
C -0.631 1.415 -0.389
C 0.740 -2.202 -1.130
C -1.211 2.286 -1.161
C 1.092 -0.831 0.862
C 0.401 1.627 0.635
C 1.606 0.660 0.607
C -1.031 -0.604 -0.506
P -2.426 -0.840 0.641
H 0.264 -2.671 -1.971
H 1.809 -2.630 -1.067
H -2.081 1.975 -1.755
H -0.846 3.229 -1.308
H 0.447 -1.033 1.675
H 2.012 -1.541 0.788
H 0.945 2.523 0.692
H -0.240 1.457 1.495
H 2.402 0.711 1.428
H 1.998 0.858 -0.299
H -1.385 -0.663 -1.455
H -1.851 -0.256 1.823
H -2.261 -2.188 0.692

***

Stability check: which of them is least stable? b).

***

a) 23
Properties=species:S:1:pos:R:3 method="wB97M-V/def2-TZVPD" gap_ev=10.9 smiles="C=CC.C=C.CC" spin_multiplicity=1
C -2.208 -0.885 0.107
C -2.294 -0.329 -1.086
C -1.765 -0.930 -2.344
H -1.721 -1.836 0.253
H -2.631 -0.425 0.985
H -2.796 0.624 -1.206
H -2.586 -1.126 -3.033
H -1.080 -0.242 -2.840
H -1.247 -1.864 -2.142
C 1.138 0.674 -1.149
C 2.037 1.635 -1.093
H 1.376 -0.306 -1.543
H 0.129 0.817 -0.820
H 3.053 1.494 -1.431
H 1.803 2.615 -0.704
C 0.476 0.445 2.284
C 1.722 -0.425 2.227
H 0.729 1.484 2.083
H 0.015 0.391 3.270
H -0.254 0.120 1.546
H 2.189 -0.352 1.246
H 2.443 -0.112 2.979
H 1.472 -1.467 2.413

***

b) 23
Properties=species:S:1:pos:R:3 method="wB97M-V/def2-TZVPD" gap_ev=10.1 smiles="C=C(C)[C@H](C)CC.[H][H]" spin_multiplicity=1
C -0.978 1.594 -0.163
C -0.961 0.262 -0.116
C -2.182 -0.541 -0.507
C 0.186 -0.543 0.471
C -0.253 -0.793 1.919
C 1.586 0.091 0.447
C 2.252 0.273 -0.919
H -1.844 2.122 -0.553
H -0.118 2.190 0.125
H -2.750 -0.068 -1.315
H -1.944 -1.567 -0.819
H -2.831 -0.601 0.371
H 0.252 -1.514 -0.049
H 0.499 -1.352 2.481
H -0.414 0.177 2.405
H -1.199 -1.345 1.955
H 2.232 -0.554 1.059
H 1.550 1.055 0.969
H 2.284 -0.667 -1.483
H 3.285 0.616 -0.789
H 1.737 1.010 -1.540
H -0.228 -0.216 -2.227
H -0.342 0.458 -1.909

***

Stability check: which of them is least stable? b).